The following is a DFT calculation (ωB97M-V/def2-TZVPD) of a molecular structure, C19H28Cl3N3O6PSV.

Computed properties:
gap between HOMO and LUMO (alpha / beta): 8.5 / 9.1 eV
total charge: +1
calculated total energy: -4420.51058 Eh
energy above the lowest of the compared OMol25 structures with the same formula, charge and spin: 4.2 kcal/mol
2S+1: 2

The geometry in XYZ format:
```
62
Properties=species:S:1:pos:R:3:forces:R:3
V 0.356 -0.029 0.048 0.048 0.145 -0.329
C -0.201 -0.033 -1.943 0.069 -0.054 0.053
H -0.659 0.901 -2.269 -0.003 0.011 0.035
H -0.852 -0.866 -2.211 -0.013 0.012 0.016
H 0.755 -0.124 -2.469 -0.033 0.010 -0.028
C 6.288 -3.303 4.260 -0.004 0.001 -0.005
C 5.554 -2.918 3.007 0.032 0.052 0.007
C 5.742 -1.666 2.419 0.003 -0.021 0.016
C 5.086 -1.321 1.250 0.010 -0.041 -0.012
C 4.218 -2.237 0.664 0.159 0.048 -0.014
C 4.027 -3.491 1.218 -0.075 0.004 0.064
C 4.692 -3.820 2.390 -0.039 -0.027 -0.031
S 3.409 -1.696 -0.799 0.045 0.161 0.041
O 4.399 -1.131 -1.654 -0.040 0.048 0.015
O 2.316 -0.843 -0.347 -0.137 0.050 -0.151
N 2.733 -2.968 -1.506 0.096 -0.356 0.166
C 1.302 -3.256 -1.626 -0.025 0.099 -0.109
C 0.605 -3.748 -0.343 -0.058 -0.016 -0.039
C -0.617 -2.900 -0.065 0.144 -0.040 0.103
O -1.759 -3.243 -0.158 -0.035 -0.023 -0.021
O -0.262 -1.663 0.317 -0.340 -0.456 0.050
H 6.851 -2.464 4.666 -0.002 0.001 0.003
H 6.990 -4.112 4.058 0.001 -0.001 0.000
H 5.596 -3.658 5.025 0.001 -0.005 0.003
H 6.432 -0.963 2.868 -0.006 -0.005 0.004
H 5.265 -0.362 0.779 -0.005 -0.009 0.002
H 3.377 -4.211 0.740 0.030 -0.009 -0.002
H 4.550 -4.802 2.823 -0.002 -0.004 -0.004
H 3.379 -3.499 -2.071 -0.015 0.046 -0.080
H 1.229 -4.017 -2.399 -0.009 -0.001 0.002
H 0.802 -2.373 -2.018 0.004 -0.014 0.004
H 1.277 -3.644 0.510 -0.043 -0.001 0.001
H 0.298 -4.788 -0.427 0.007 0.000 0.003
Cl 3.571 2.836 1.012 -0.007 0.018 -0.012
C 1.950 3.565 0.949 -0.007 0.000 0.053
Cl 2.088 5.292 0.753 0.007 0.018 -0.010
Cl 1.048 3.202 2.442 0.006 -0.003 0.007
C 1.181 2.933 -0.240 0.010 -0.048 -0.437
O 0.792 3.586 -1.159 -0.039 0.009 0.055
O 1.031 1.627 -0.133 0.301 0.351 0.557
C -2.490 0.854 2.110 0.013 -0.013 0.017
P -1.883 0.873 0.399 -0.095 0.007 0.025
C -3.136 -0.056 -0.514 0.006 -0.026 -0.014
C -2.082 2.599 -0.098 -0.007 0.056 0.038
H -3.449 1.373 2.151 0.002 0.003 0.015
H -1.782 1.352 2.772 -0.003 -0.002 -0.008
H -2.637 -0.171 2.445 0.003 -0.002 -0.018
H -4.130 0.270 -0.203 -0.001 0.010 -0.011
H -3.018 -1.122 -0.314 -0.017 0.002 0.000
H -3.021 0.117 -1.583 0.005 0.001 0.003
H -3.141 2.862 -0.080 0.000 -0.005 -0.007
H -1.676 2.775 -1.092 0.001 -0.015 -0.023
H -1.553 3.241 0.608 0.011 0.013 -0.013
N 2.328 -0.313 3.930 -0.009 -0.005 0.004
C 1.125 -0.806 4.377 0.014 -0.019 0.013
C 0.292 -0.754 3.306 -0.017 -0.063 -0.053
N 0.965 -0.229 2.223 0.057 0.040 0.005
C 2.188 0.017 2.635 -0.045 0.022 0.050
H 3.171 -0.214 4.469 0.007 0.001 -0.001
H 0.978 -1.147 5.385 -0.005 0.002 0.002
H -0.728 -1.086 3.234 0.007 0.014 0.021
H 2.977 0.434 2.038 0.036 0.030 -0.022
```
Positions in Å, forces in eV/Å.


The following is a DFT calculation (ωB97M-V/def2-TZVPD) of a molecular structure, C19H28Cl5FeN3O5S at a distorted geometry.

Computed properties:
gap between HOMO and LUMO (alpha / beta): 8.2 / 7.1 eV
total charge: +1
calculated total energy: -5243.94991 Eh
energy above the lowest of the compared OMol25 structures with the same formula, charge and spin: 0.0 kcal/mol
2S+1: 6

The geometry in XYZ format:
```
62
Properties=species:S:1:pos:R:3:forces:R:3
Fe -0.135 -0.338 -0.398 -1.095 1.012 0.053
O -0.717 0.807 3.804 -0.056 0.221 0.469
C -0.249 0.605 2.601 0.208 0.038 -0.415
O -0.578 -0.325 1.896 0.021 -0.214 -0.577
C 0.779 1.641 2.179 -0.154 0.013 0.332
O 1.120 1.366 0.831 -0.418 -0.372 0.068
C 0.583 2.876 -0.999 -0.039 -0.060 0.357
C -1.728 2.247 -0.057 -0.285 0.753 0.781
O -2.655 2.451 0.701 0.133 -0.216 -0.187
O -1.498 1.135 -0.659 0.930 -1.790 -0.642
H -1.396 0.151 4.050 0.200 0.070 -0.253
H 1.660 1.553 2.829 -0.141 0.023 -0.080
H 0.348 2.638 2.301 -0.026 -0.034 -0.002
H 0.335 2.041 -1.654 0.102 0.235 0.043
H 0.994 3.697 -1.585 0.104 -0.080 -0.063
Cl 2.856 1.457 -0.958 0.215 0.166 -0.239
C 1.633 2.403 0.007 0.043 -0.200 -0.831
C -0.650 3.300 -0.269 0.005 0.317 0.432
C -0.668 4.520 0.333 -0.577 -0.700 -0.433
Cl -2.141 5.184 0.925 0.038 0.108 0.151
C 0.504 5.331 0.495 0.101 0.420 0.024
Cl 0.240 7.009 0.643 0.021 0.092 -0.152
C 1.814 4.849 0.730 0.330 0.030 0.182
Cl 2.955 6.038 1.261 0.061 -0.065 -0.024
C 2.277 3.543 0.712 0.252 0.068 0.242
Cl 3.761 3.163 1.496 -0.174 -0.104 -0.002
C 3.449 -5.238 -4.278 -0.136 -0.202 0.193
C 2.793 -5.645 -2.963 0.177 0.178 0.083
C 2.866 -4.560 -1.885 -0.221 -0.005 -0.200
C 2.217 -3.237 -2.305 0.672 -0.131 0.396
N 0.828 -3.393 -2.687 -0.513 -0.076 -0.013
C -0.225 -3.184 -1.889 -0.039 -0.024 -0.898
S -0.016 -2.730 -0.259 0.130 0.405 0.762
N -1.450 -3.329 -2.404 0.538 -0.011 -0.177
C -2.686 -3.168 -1.661 -0.474 -0.062 0.659
C -3.134 -4.446 -0.942 -0.139 0.096 -0.330
C -3.632 -5.557 -1.871 0.186 0.042 0.154
C -2.544 -6.242 -2.694 -0.260 0.009 0.083
H 3.509 -6.094 -4.943 0.020 -0.040 -0.155
H 4.458 -4.876 -4.104 0.160 0.091 -0.033
H 2.889 -4.460 -4.792 -0.026 0.144 -0.136
H 3.300 -6.531 -2.579 -0.120 -0.049 0.015
H 1.750 -5.924 -3.137 -0.026 -0.122 0.032
H 3.912 -4.359 -1.648 0.032 0.038 0.060
H 2.382 -4.920 -0.976 0.023 0.055 0.077
H 2.751 -2.822 -3.162 -0.072 0.076 0.026
H 2.266 -2.520 -1.480 0.021 -0.101 -0.267
H 0.676 -3.815 -3.592 -0.159 0.053 -0.005
H -1.544 -3.730 -3.326 0.164 0.037 0.021
H -3.457 -2.857 -2.368 0.084 0.070 0.001
H -2.534 -2.365 -0.928 -0.143 -0.184 -0.300
H -3.953 -4.170 -0.276 0.052 0.061 0.085
H -2.313 -4.814 -0.325 0.021 0.007 0.103
H -4.398 -5.157 -2.539 -0.110 -0.030 0.040
H -4.111 -6.313 -1.247 -0.066 0.024 -0.036
H -2.235 -5.642 -3.548 0.082 -0.018 -0.143
H -2.921 -7.183 -3.086 0.059 -0.084 -0.123
H -1.672 -6.458 -2.081 0.165 -0.048 0.045
N -0.148 -0.226 -2.911 0.024 0.193 0.640
H -0.766 0.574 -3.022 -0.003 -0.005 0.093
H -0.566 -0.982 -3.439 0.019 -0.116 0.039
H 0.733 0.008 -3.354 0.077 -0.005 -0.025
```
Positions in Å, forces in eV/Å.


The following is a DFT calculation (ωB97M-V/def2-TZVPD) of a molecular structure, C19H28Cl5FeN3O5S at a distorted geometry.

Computed properties:
gap between HOMO and LUMO (alpha / beta): 5.8 / 5.9 eV
total charge: +1
calculated total energy: -5243.34030 Eh
energy above the lowest of the compared OMol25 structures with the same formula, charge and spin: 382.5 kcal/mol
2S+1: 6

The geometry in XYZ format:
```
62
Properties=species:S:1:pos:R:3:forces:R:3
Fe -0.164 1.065 -1.488 0.517 2.851 3.746
O -5.229 -0.627 -1.487 0.069 -0.088 -0.028
C -4.195 -0.840 -2.296 -0.103 0.060 -0.034
O -3.253 -1.540 -2.024 0.129 0.040 0.037
C -4.362 -0.122 -3.620 -0.102 0.361 0.215
O -3.164 0.543 -4.047 0.830 -0.832 -0.624
C -2.177 0.828 -3.185 -1.193 1.658 0.454
C 0.247 1.132 -4.433 0.853 2.423 -2.787
O 0.826 1.938 -5.022 0.484 0.203 0.050
O -2.305 1.623 -2.263 0.221 0.012 0.410
H -5.085 -1.138 -0.674 -0.036 -0.024 -0.014
H -4.581 -0.866 -4.384 -0.075 0.011 0.003
H -5.170 0.603 -3.560 0.004 0.012 0.008
H -1.220 -0.987 -2.431 0.142 0.764 0.470
H -0.995 -0.897 -4.145 0.630 0.845 -0.140
Cl -0.521 0.020 -3.124 -4.194 -7.278 -0.946
C 0.858 -1.178 -3.056 2.228 -1.522 1.427
C 1.930 -1.148 -2.177 -0.370 0.409 -2.553
C 3.161 -1.567 -2.645 0.578 0.302 1.685
Cl 4.549 -1.176 -1.665 -0.041 -0.086 -0.115
C 3.314 -2.332 -3.795 -0.037 0.013 0.045
Cl 4.852 -2.876 -4.309 -0.082 0.038 0.036
C 2.155 -2.659 -4.496 -0.135 -0.322 0.149
Cl 2.231 -3.660 -5.883 -0.070 0.024 0.071
C 0.951 -2.144 -4.032 -0.033 0.136 -1.318
Cl -0.494 -2.450 -5.016 -0.101 0.131 0.092
C 4.101 1.563 2.295 -0.002 -0.002 -0.009
C 2.932 0.802 1.685 0.033 -0.032 0.045
C 3.111 -0.708 1.800 -0.070 0.053 0.006
C 1.954 -1.507 1.213 0.010 0.022 0.040
N 0.776 -1.523 2.075 -0.005 0.089 -0.023
C -0.342 -0.798 1.954 0.287 -0.072 0.181
S -0.613 0.354 0.730 -0.296 0.151 -0.104
N -1.249 -0.954 2.925 -0.005 -0.006 -0.097
C -2.568 -0.335 3.038 0.061 0.010 0.118
C -2.774 0.304 4.408 0.018 0.086 -0.083
C -2.114 1.673 4.581 0.081 -0.098 0.014
C -0.588 1.649 4.636 -0.019 0.027 -0.010
H 3.963 2.642 2.219 0.003 -0.002 -0.003
H 5.038 1.309 1.794 0.000 0.003 0.003
H 4.215 1.318 3.352 0.001 0.006 0.001
H 2.828 1.057 0.624 -0.030 0.014 0.009
H 1.999 1.101 2.172 -0.010 0.013 -0.031
H 3.239 -0.980 2.853 0.058 -0.038 -0.018
H 4.024 -1.007 1.281 0.015 -0.005 0.023
H 2.248 -2.546 1.059 -0.012 -0.001 -0.028
H 1.650 -1.100 0.251 0.018 -0.027 -0.019
H 0.864 -2.082 2.911 -0.046 -0.057 -0.028
H -0.988 -1.545 3.702 -0.020 -0.052 -0.029
H -3.319 -1.107 2.863 -0.009 0.008 -0.020
H -2.653 0.412 2.252 -0.023 -0.030 -0.022
H -2.419 -0.381 5.186 -0.061 -0.004 0.026
H -3.850 0.410 4.556 0.001 -0.022 0.019
H -2.492 2.113 5.506 -0.011 0.039 -0.022
H -2.436 2.325 3.764 -0.042 0.029 0.039
H -0.234 0.966 5.413 0.006 -0.014 -0.015
H -0.198 2.639 4.871 0.004 -0.004 0.003
H -0.150 1.346 3.684 0.007 0.004 0.005
N 0.851 2.999 -1.516 0.036 -0.176 -0.919
H 1.706 3.186 -1.002 -0.162 -0.063 0.290
H 0.209 3.775 -1.381 0.011 -0.046 0.307
H 1.123 3.085 -2.496 0.060 0.054 0.013
```
Positions in Å, forces in eV/Å.


The following is a DFT calculation (ωB97M-V/def2-TZVPD) of a molecular structure, C19H28ClO6V at a distorted geometry.

Computed properties:
gap between HOMO and LUMO (alpha / beta): 8.0 / 9.0 eV
total charge: 0
calculated total energy: -2596.03734 Eh
energy above the lowest of the compared OMol25 structures with the same formula, charge and spin: 11.4 kcal/mol
2S+1: 3

The geometry in XYZ format:
```
55
Properties=species:S:1:pos:R:3:forces:R:3
O 0.065 -0.225 -2.992 -0.136 0.941 -1.804
C 0.203 1.108 -3.641 0.158 0.468 0.490
C 0.268 0.565 -5.053 -0.082 -0.535 0.834
H 1.128 1.577 -3.286 -0.344 -0.006 -0.003
H -0.652 1.791 -3.510 0.268 -0.416 0.341
C 0.220 -0.813 -4.329 -0.007 -0.197 -1.080
H 1.196 0.807 -5.562 -0.108 -0.159 -0.245
H -0.621 0.795 -5.643 0.230 -0.076 -0.090
C 1.519 -1.564 -4.503 0.152 -0.163 0.304
H 2.372 -0.934 -4.259 0.036 0.079 -0.073
H 1.597 -1.906 -5.540 0.075 0.088 0.110
H 1.571 -2.436 -3.854 -0.093 -0.135 0.080
C -0.959 -1.661 -4.759 -0.148 -0.123 0.180
H -1.896 -1.110 -4.670 0.020 0.058 -0.013
H -1.046 -2.562 -4.148 0.056 -0.025 0.015
H -0.829 -1.965 -5.806 -0.029 0.077 0.220
V -0.503 -0.957 2.511 1.888 1.199 2.151
C -2.547 -0.910 3.643 -0.179 0.756 -0.788
C -2.105 0.452 3.563 -1.416 -0.693 -1.138
C -1.967 0.802 2.183 -0.582 -1.248 -0.060
H -2.069 1.177 4.370 0.462 -0.471 -0.096
C -2.301 -0.369 1.389 -0.413 0.476 0.657
C -2.659 -1.427 2.310 -0.033 0.828 -0.078
H -2.997 -2.426 2.033 0.175 0.358 0.101
H -2.855 -1.416 4.555 0.495 0.017 -0.268
H -1.760 1.812 1.827 0.185 -0.578 0.163
H -2.390 -0.402 0.304 0.213 -0.077 0.343
C 0.975 -2.310 3.762 0.281 -0.798 -1.246
C 0.247 -3.059 2.770 0.640 0.664 -0.189
C 0.643 -2.565 1.466 0.311 0.219 0.520
H -0.441 -3.879 2.982 0.224 0.359 -0.156
C 1.626 -1.523 1.668 -0.615 -0.715 0.681
C 1.818 -1.375 3.085 0.204 -1.472 -0.743
H 2.624 -0.804 3.551 -0.745 0.094 -0.184
H 0.991 -2.543 4.825 -0.240 0.403 -0.442
H 0.346 -2.977 0.503 -0.015 0.224 0.312
H 2.209 -1.022 0.891 -0.444 -0.095 0.332
O 1.854 1.771 -0.984 -1.266 0.450 0.579
C 0.723 1.062 -0.418 0.244 -0.508 0.700
C -0.540 1.881 -0.720 0.675 -0.680 -0.587
H 0.815 0.914 0.689 0.323 0.443 -0.584
H 0.692 0.060 -0.867 0.103 0.421 0.056
C 0.003 3.314 -0.756 0.084 0.386 -0.187
H -1.348 1.704 -0.004 0.396 0.210 -0.270
H -0.878 1.512 -1.695 -0.228 0.514 0.479
C 1.570 3.178 -0.767 -0.163 -0.297 0.490
H -0.307 3.842 0.151 0.086 0.073 -0.201
H -0.405 3.864 -1.620 0.324 -0.110 0.282
H 1.945 3.470 0.249 -0.112 -0.174 -0.836
H 2.109 3.769 -1.542 -0.498 -0.449 0.501
O -0.321 1.887 5.552 0.750 -0.974 -0.161
Cl 0.549 0.790 5.166 0.053 0.033 -0.401
O 1.740 0.738 5.984 -1.001 -0.116 -0.649
O -0.198 -0.512 5.228 1.145 2.196 0.274
O 0.974 1.008 3.719 -1.356 -0.743 1.373
```
Positions in Å, forces in eV/Å.